{
  "formula": "C46H71N7O2ScSe",
  "method": "the ωB97M-V functional and the def2-TZVPD basis",
  "total_charge": 1,
  "gap_ev": 7.59,
  "multiplicity": 1,
  "e_above_lowest_kj_mol": 71.1,
  "max_force_ev_per_a": 0.83,
  "homo_ha": -0.351,
  "e_tot_ha": -5491.44230,
  "symbols": ["Sc", "C", "C", "N", "C", "C", "C", "C", "C", "C", "C", "N", "C", "C", "N", "N", "H", "H", "H", "H", "H", "H", "H", "H", "H", "H", "H", "H", "H", "H", "H", "H", "H", "H", "C", "C", "C", "C", "C", "C", "C", "Se", "C", "C", "C", "C", "C", "C", "O", "C", "C", "C", "C", "C", "C", "C", "C", "C", "O", "C", "C", "C", "C", "C", "C", "H", "H", "H", "H", "H", "H", "H", "H", "H", "H", "H", "H", "H", "H", "H", "H", "H", "H", "H", "H", "H", "H", "H", "H", "H", "H", "H", "H", "H", "H", "H", "H", "H", "H", "H", "H", "H", "H", "H", "H", "C", "C", "N", "C", "N", "C", "C", "C", "N", "C", "H", "H", "H", "H", "H", "H", "H", "H", "H", "H", "H", "H", "H"],
  "positions_angstrom": [[1.762953, 0.239855, 0.296074], [4.245775, -1.568911, 1.436475], [3.579262, -2.371853, 0.330431], [3.165449, -1.477371, -0.763655], [4.307159, -0.986194, -1.543495], [4.779849, 0.375457, -1.120159], [6.014308, 0.854042, -1.551550], [6.426916, 2.108013, -1.138729], [5.601443, 2.846559, -0.305530], [4.381398, 2.303469, 0.062587], [3.386660, 3.050522, 0.911202], [2.540869, 2.119717, 1.633427], [3.062611, 1.663442, 2.919613], [4.023923, 0.505760, 2.718311], [3.343263, -0.537099, 1.954543], [3.980244, 1.094112, -0.341101], [5.135994, -1.066749, 1.048067], [4.592670, -2.243911, 2.229644], [2.682033, -2.861546, 0.706143], [4.273788, -3.140376, -0.033223], [2.551775, -1.986842, -1.390670], [4.015617, -0.949392, -2.594791], [5.155074, -1.680110, -1.467574], [6.638568, 0.239861, -2.184864], [7.384595, 2.499879, -1.450962], [5.889853, 3.823146, 0.053335], [2.749370, 3.649116, 0.251930], [3.904882, 3.752261, 1.579531], [1.593528, 2.469687, 1.725532], [2.209691, 1.332184, 3.519319], [3.551284, 2.472819, 3.478227], [4.395462, 0.146270, 3.686798], [4.896040, 0.828920, 2.146808], [2.641117, -0.991174, 2.533680], [-5.834847, 0.537168, -1.044277], [-5.171705, 1.922029, -1.089748], [-6.027435, 2.886581, -0.269704], [-5.132711, 2.424066, -2.538640], [-3.748772, 1.809588, -0.554883], [-2.845819, 0.948348, -1.171196], [-1.561925, 0.837283, -0.689759], [-0.456404, -0.566553, -1.364967], [-0.969525, -1.902074, -0.101031], [-2.142219, -2.601707, -0.301495], [-2.586690, -3.521666, 0.640993], [-1.793219, -3.687447, 1.762502], [-0.599106, -2.998969, 2.016649], [-0.162031, -2.076697, 1.046987], [0.972301, -1.373271, 1.148759], [0.071231, -3.323728, 3.357085], [-0.922535, -3.060896, 4.501688], [0.494247, -4.801149, 3.369782], [1.315037, -2.494851, 3.670535], [-3.902563, -4.262661, 0.419903], [-3.826688, -5.065005, -0.884193], [-4.224678, -5.228828, 1.558567], [-5.041749, -3.237273, 0.326725], [-1.078026, 1.581840, 0.410933], [0.206272, 1.448513, 0.738299], [-1.995861, 2.405028, 1.088420], [-3.291567, 2.491807, 0.558808], [-1.765660, 3.210721, 2.373476], [-2.035966, 4.699304, 2.107064], [-0.362291, 3.113148, 2.965603], [-2.733782, 2.695794, 3.452877], [-6.858478, 0.597656, -1.416846], [-5.301568, -0.185183, -1.661597], [-5.863427, 0.151165, -0.025127], [-7.032199, 2.931670, -0.690651], [-6.119409, 2.561809, 0.767343], [-5.621785, 3.898992, -0.279715], [-6.143805, 2.491242, -2.942200], [-4.674743, 3.411765, -2.598171], [-4.563509, 1.750925, -3.179299], [-3.151823, 0.345458, -2.017574], [-2.720419, -2.415491, -1.197985], [-2.119687, -4.396352, 2.507143], [-1.824565, -3.662395, 4.420888], [-0.454707, -3.295325, 5.459112], [-1.221098, -2.012125, 4.515676], [-0.354515, -5.468714, 3.243861], [1.202024, -5.008405, 2.565801], [0.974010, -5.047856, 4.317873], [1.080038, -1.429719, 3.672169], [1.678414, -2.764754, 4.663752], [2.117055, -2.699045, 2.960488], [-3.029226, -5.807491, -0.842014], [-4.768589, -5.585770, -1.060499], [-3.640082, -4.420594, -1.742668], [-3.461030, -6.000273, 1.662954], [-4.323582, -4.710128, 2.512411], [-5.172273, -5.728821, 1.357991], [-4.889992, -2.543075, -0.499266], [-5.994446, -3.743895, 0.166048], [-5.114899, -2.652392, 1.244079], [-3.984079, 3.143932, 1.066818], [-1.373509, 5.080189, 1.328733], [-3.060776, 4.880052, 1.790788], [-1.863084, 5.278941, 3.015206], [0.350357, 3.685952, 2.368800], [-0.367325, 3.567093, 3.958338], [-0.028146, 2.081435, 3.056665], [-3.775365, 2.774974, 3.150028], [-2.531526, 1.648916, 3.681260], [-2.608781, 3.276268, 4.368132], [1.372695, -0.416660, -6.000369], [1.821171, -1.355921, -4.901560], [1.936156, -0.661542, -3.626789], [2.070492, 0.712104, -3.524182], [1.983321, 1.235904, -2.328520], [1.979281, 2.686012, -2.223582], [1.668720, 3.404931, -3.523457], [2.572985, 2.826122, -4.591051], [2.334484, 1.394953, -4.669083], [2.294599, 0.785356, -5.987896], [0.339677, -0.104485, -5.834893], [1.423559, -0.909757, -6.970698], [2.786542, -1.802367, -5.167074], [1.113339, -2.175106, -4.770539], [1.302719, -0.983566, -2.910969], [2.957480, 3.035669, -1.874792], [1.247568, 2.962304, -1.456048], [1.836443, 4.476676, -3.417176], [0.623759, 3.259678, -3.805645], [3.625140, 3.030956, -4.356374], [2.367666, 3.256437, -5.570873], [3.304339, 0.497689, -6.308353], [1.939678, 1.541977, -6.689954]],
  "atomic_forces_ev_per_a": [[0.5, 0.3, -0.6], [0.1, -0.1, 0.0], [0.0, -0.1, 0.1], [0.0, 0.2, -0.1], [0.1, -0.1, -0.1], [0.2, 0.1, -0.1], [-0.1, 0.0, 0.1], [0.0, 0.0, 0.0], [-0.1, -0.1, 0.0], [0.1, 0.1, 0.0], [0.1, 0.2, 0.1], [-0.2, -0.2, 0.1], [0.0, 0.0, 0.2], [0.1, 0.0, 0.2], [0.0, 0.0, -0.1], [0.0, 0.0, 0.1], [0.0, 0.0, 0.0], [0.0, 0.0, -0.1], [0.1, 0.0, 0.0], [0.0, 0.1, 0.0], [0.1, 0.0, 0.1], [0.0, 0.1, 0.1], [-0.1, 0.0, 0.0], [0.0, 0.0, 0.0], [0.0, 0.0, 0.0], [0.0, 0.1, 0.0], [0.1, 0.0, 0.1], [0.0, -0.1, 0.0], [0.1, 0.1, 0.1], [0.0, 0.0, 0.0], [0.0, 0.0, -0.1], [-0.1, 0.0, -0.1], [0.0, 0.0, 0.0], [0.0, 0.1, 0.0], [0.0, 0.1, 0.0], [-0.1, 0.0, 0.0], [0.0, 0.0, 0.0], [0.0, 0.0, 0.0], [0.0, 0.0, 0.0], [0.0, 0.0, 0.0], [0.0, 0.1, 0.2], [-0.1, -0.1, 0.1], [-0.1, -0.2, 0.2], [0.1, 0.0, 0.0], [0.0, 0.0, 0.0], [0.1, 0.0, 0.0], [-0.2, 0.0, -0.2], [0.0, 0.1, -0.1], [-0.3, -0.1, 0.2], [0.1, 0.0, 0.1], [0.1, 0.0, 0.0], [0.0, 0.1, 0.0], [0.0, 0.0, 0.1], [0.0, 0.0, 0.0], [0.0, 0.0, 0.0], [0.0, 0.0, 0.0], [0.0, 0.0, 0.0], [-0.1, -0.2, -0.1], [0.1, 0.1, 0.0], [-0.1, 0.0, -0.3], [0.1, 0.0, -0.1], [0.0, 0.0, 0.1], [0.0, 0.0, 0.0], [0.1, 0.1, 0.0], [0.0, 0.0, 0.0], [0.0, 0.0, 0.0], [0.0, 0.0, 0.0], [0.0, 0.0, 0.0], [0.0, 0.0, 0.0], [0.0, 0.0, 0.0], [0.0, 0.0, 0.0], [0.0, 0.0, 0.0], [0.0, 0.0, 0.0], [0.0, 0.0, 0.0], [0.0, 0.0, 0.0], [0.0, 0.0, 0.0], [0.0, 0.0, 0.1], [0.0, 0.0, 0.0], [0.0, 0.0, 0.0], [0.0, 0.0, 0.0], [-0.1, 0.0, 0.0], [0.0, 0.0, 0.0], [0.0, 0.0, 0.1], [0.0, 0.0, 0.0], [0.0, 0.0, 0.0], [0.0, -0.1, 0.0], [0.0, 0.0, 0.0], [0.0, 0.0, 0.0], [0.0, 0.0, 0.0], [0.0, 0.0, 0.0], [0.0, 0.0, 0.0], [0.0, 0.0, 0.0], [0.0, 0.0, 0.0], [0.0, 0.0, 0.0], [0.0, 0.0, 0.0], [-0.1, 0.0, 0.0], [0.0, 0.0, 0.0], [-0.1, 0.0, 0.0], [0.0, 0.0, 0.0], [0.0, 0.0, -0.1], [0.0, 0.0, 0.0], [0.0, 0.0, 0.0], [0.0, 0.0, 0.0], [0.0, -0.1, 0.0], [0.0, 0.0, 0.0], [0.1, 0.0, 0.0], [0.0, -0.2, -0.1], [-0.1, 0.1, 0.1], [0.1, 0.1, 0.4], [-0.2, -0.4, -0.3], [-0.1, 0.2, 0.1], [0.0, 0.1, 0.0], [0.0, 0.1, 0.1], [-0.1, 0.0, 0.0], [0.0, 0.0, -0.2], [0.0, 0.0, 0.0], [0.0, 0.0, 0.0], [0.0, 0.0, 0.0], [0.0, 0.0, 0.0], [0.0, 0.0, -0.1], [0.0, 0.0, 0.0], [0.0, 0.0, 0.0], [0.0, 0.0, 0.0], [0.0, 0.0, 0.0], [0.0, 0.0, 0.0], [0.0, 0.0, 0.0], [-0.1, 0.0, 0.0], [0.0, 0.0, 0.0]]
}